H28O14 | ωB97M-V/def2-TZVPD

```
! wB97M-V def2-TZVPD RIJCOSX def2/J DEFGRID3
* xyz 0 1
H -0.1517 -0.6201 -0.7226
H -1.2508 0.0594 0.0776
H 2.0881 2.1059 0.7069
H 2.5650 0.7833 0.1296
H 0.1665 4.2896 0.8880
H -0.0467 2.8664 0.3990
H 1.2291 1.2059 -4.4069
H 1.5178 1.8568 -3.0641
H -0.3078 4.6396 -1.7278
H 0.6799 3.7621 -0.9765
H -2.4948 -3.4962 0.2427
H -2.4424 -4.2988 -1.0470
H -2.6504 -1.6192 -1.4906
H -3.2958 -0.5322 -2.3343
H 0.9832 1.9907 2.6580
H 1.8565 3.1146 3.1911
H 0.6813 -4.4612 3.3959
H -0.4115 -4.2185 2.3678
H -1.4181 1.9328 -2.2600
H 0.0756 1.9615 -1.9803
H 3.0369 -1.6705 -1.4881
H 1.5489 -1.9197 -1.6718
H 1.5336 -2.2930 3.9586
H 2.4054 -1.6675 2.8823
H -2.4858 1.2946 3.0074
H -2.6307 0.3877 1.7964
H -1.1078 -3.0505 -0.9433
H -0.3229 -2.1688 -1.9006
O -0.7861 -0.7799 -0.0148
O 1.8417 1.1773 0.6302
O 0.5376 3.4021 0.9473
O 0.8140 1.7257 -3.7094
O 0.6122 4.6029 -1.4428
O -2.6401 -4.3824 -0.1073
O -2.5015 -1.0745 -2.2717
O 1.0916 2.9480 2.6289
O 0.2980 -3.7712 2.8427
O -0.6419 1.3630 -2.2170
O 2.1722 -1.3331 -1.2287
O 2.4404 -2.0204 3.7785
O -2.0142 0.9939 2.2224
O -0.5747 -3.0861 -1.7455
*
```

## Properties
**E_HOMO**: -0.328 Ha
**LUMO level**: -0.10 eV
**Strongest force on any atom**: 0.1423 Eh/bohr

The Löwdin scheme yields these atomic charges, measured in e: 0.0005 0.0178 0.0248 0.0303 0.0828 0.0486 0.0582 0.0466 0.0448 -0.0204 0.0243 0.0311 0.0110 0.0472 0.0522 0.0573 0.0463 0.0364 0.0574 0.0059 0.0505 0.0159 0.0053 0.0296 0.0446 0.0297 -0.0106 0.0084 -0.0564 -0.0532 -0.1237 -0.0691 -0.0549 -0.0427 -0.0543 -0.0985 -0.0530 -0.0734 -0.0362 -0.0690 -0.0474 -0.0449



C6H8N | ωB97M-V/def2-TZVPD

```
! wB97M-V def2-TZVPD RIJCOSX def2/J DEFGRID3
* xyz 1 1
C -0.0281 2.0360 1.0424
C -0.7900 1.3948 1.9411
C 1.2668 -0.6193 -0.7455
C 0.1883 -0.1906 -1.6621
C -0.2183 0.7083 0.8343
C -0.1362 -0.4764 -0.0791
N -0.6628 -1.7814 -0.0086
H 0.4216 3.0118 0.6333
H -1.4289 1.4267 2.8997
H 1.7761 -1.6474 -0.8537
H 2.0238 0.0439 -0.4058
H 0.2510 0.8585 -1.8717
H -0.3557 -0.9106 -2.3180
H -1.7306 -1.6960 -0.2598
H -0.5769 -2.1584 0.8535
*
```

## Properties
**E_HOMO**: -0.519 Ha
**LUMO level**: -4.45 eV
**Strongest force on any atom**: 0.1156 Eh/bohr

The Löwdin scheme yields these atomic charges, measured in e: 0.1244 0.1917 -0.0863 0.0078 0.0103 -0.3972 0.0868 0.1833 0.1811 0.1577 0.0934 0.0987 0.1389 0.1623 0.0470



C18H17BN8PdSe | ωB97M-V/def2-TZVPD

```
! wB97M-V def2-TZVPD RIJCOSX def2/J DEFGRID3
* xyz -1 2
Pd -0.8324 0.5792 -0.2871
C 1.5881 -3.3598 -0.6543
C 0.3617 -2.6903 -0.7923
N 0.5197 -1.3879 -0.6457
N 1.8356 -1.1799 -0.4162
C 2.5003 -2.3587 -0.4026
B 2.3087 0.2682 -0.1505
N 1.7385 1.1749 -1.2647
C 2.0607 1.0827 -2.5710
C 1.3268 2.0233 -3.2561
C 0.5550 2.6491 -2.2655
N 0.8069 2.1371 -1.0672
N 1.7723 0.7284 1.2323
C 2.4768 1.1303 2.3093
C 1.5843 1.4316 3.3152
C 0.3256 1.1851 2.7472
N 0.4581 0.7630 1.5009
N 3.8342 0.4708 -0.1479
C 4.3990 1.6852 -0.3522
C 5.7593 1.5501 -0.2134
C 5.9368 0.1851 0.0725
N 4.7788 -0.4525 0.1137
H 1.7780 -4.4179 -0.7210
H -0.6175 -3.0935 -0.9966
H 3.5593 -2.3828 -0.2268
H 2.7711 0.3486 -2.9174
H 1.3219 2.2076 -4.3169
H -0.1765 3.4330 -2.3735
H 3.5538 1.1598 2.3004
H 1.8074 1.7784 4.3095
H -0.6529 1.3005 3.1844
H 3.7937 2.5524 -0.5630
H 6.5131 2.3116 -0.3192
H 6.8547 -0.3546 0.2473
Se -2.5052 0.5859 -2.1210
C -3.6091 -0.2186 -0.7980
C -4.6605 -1.0818 -1.1165
C -5.3966 -1.6987 -0.1161
C -5.0911 -1.4812 1.2207
C -4.0490 -0.6240 1.5519
C -3.3234 0.0141 0.5570
H -4.8788 -1.2713 -2.1600
H -6.2124 -2.3631 -0.3807
H -5.6612 -1.9733 2.0000
H -3.8086 -0.4563 2.5959
H -2.5502 0.7562 0.8227
*
```

## Properties
**E_HOMO (spin up / spin down)**: -0.127 / -0.134 Ha
**LUMO level (spin up / spin down)**: 3.03 / 3.03 eV
**Strongest force on any atom**: 0.0083 Eh/bohr
**⟨S²⟩**: 0.75

The Löwdin scheme yields these atomic charges, measured in e: 0.4111 -0.0827 -0.1560 0.0192 0.0034 -0.0895 -0.6696 -0.0481 -0.0913 -0.0738 -0.1967 0.0031 0.0106 -0.0749 -0.0736 -0.1487 -0.0285 -0.0205 -0.0976 -0.0823 -0.1788 0.0628 0.0777 0.1026 0.0860 0.1253 0.0836 0.0965 0.1155 0.0811 0.0993 0.1263 0.0804 0.0891 0.4896 -0.7202 -0.1579 -0.1233 -0.1331 -0.1121 -0.1988 0.0846 0.0891 0.0844 0.0924 0.0444



C2H3IN2 | ωB97M-V/def2-TZVPD

```
! wB97M-V def2-TZVPD RIJCOSX def2/J DEFGRID3
* xyz 0 1
C 1.5477 0.4172 0.6277
C -1.0778 -0.5918 -0.5871
N 0.3509 0.4368 1.0424
N -0.6453 0.1908 0.2865
I -3.0536 -0.1579 -1.3058
H 2.1909 1.0587 1.1153
H 1.5759 0.2607 -0.4986
H -0.8887 -1.6144 -0.6803
*
```

## Properties
**E_HOMO**: -0.340 Ha
**LUMO level**: -0.12 eV
**SMILES**: C=N/N=C/I
**Strongest force on any atom**: 0.0846 Eh/bohr

The Löwdin scheme yields these atomic charges, measured in e: -0.0258 -0.6135 -0.0724 -0.1272 0.6974 0.0356 0.0931 0.0128



C6H14O2 | ωB97M-V/def2-TZVPD

```
! wB97M-V def2-TZVPD RIJCOSX def2/J DEFGRID3
* xyz 0 1
C 1.4152 -1.0858 1.0289
C 1.5885 -1.5095 -0.4215
C 1.4192 -0.6421 -1.4191
C 0.9659 0.7475 -1.2876
C 0.5391 1.4941 -2.2979
C 2.0402 -2.9269 -0.6543
H 2.2407 -0.4974 1.4384
H 1.2482 -1.9897 1.6105
H 0.5282 -0.4611 1.1293
H 1.6390 -0.9704 -2.4341
H 1.1588 1.1665 -0.3063
H 0.4463 1.2980 -3.3621
H 0.0641 2.4482 -2.0675
H 1.9468 -3.5123 0.2509
H 3.0776 -2.9663 -0.9871
H 1.3983 -3.4838 -1.3312
H -3.5109 3.4750 2.0050
H -4.8846 4.0088 2.3299
O -4.4465 3.2668 1.8952
H -2.4964 0.1374 2.3118
H -1.9327 0.0828 0.9269
O -1.7191 -0.1885 1.8325
*
```

## Properties
**E_HOMO**: -0.305 Ha
**LUMO level**: 0.55 eV
**SMILES**: C=CC=C(C)C.O.O
**Strongest force on any atom**: 0.0322 Eh/bohr

The Löwdin scheme yields these atomic charges, measured in e: -0.0579 -0.3241 -0.1091 -0.1870 -0.0078 -0.0660 0.0882 0.0711 0.0407 0.1132 0.0985 0.0561 0.0467 0.0611 0.0829 0.0771 0.0322 0.0348 -0.0662 0.0400 0.0416 -0.0660



Repeat the first record exactly.
H28O14 | ωB97M-V/def2-TZVPD

```
! wB97M-V def2-TZVPD RIJCOSX def2/J DEFGRID3
* xyz 0 1
H -0.1517 -0.6201 -0.7226
H -1.2508 0.0594 0.0776
H 2.0881 2.1059 0.7069
H 2.5650 0.7833 0.1296
H 0.1665 4.2896 0.8880
H -0.0467 2.8664 0.3990
H 1.2291 1.2059 -4.4069
H 1.5178 1.8568 -3.0641
H -0.3078 4.6396 -1.7278
H 0.6799 3.7621 -0.9765
H -2.4948 -3.4962 0.2427
H -2.4424 -4.2988 -1.0470
H -2.6504 -1.6192 -1.4906
H -3.2958 -0.5322 -2.3343
H 0.9832 1.9907 2.6580
H 1.8565 3.1146 3.1911
H 0.6813 -4.4612 3.3959
H -0.4115 -4.2185 2.3678
H -1.4181 1.9328 -2.2600
H 0.0756 1.9615 -1.9803
H 3.0369 -1.6705 -1.4881
H 1.5489 -1.9197 -1.6718
H 1.5336 -2.2930 3.9586
H 2.4054 -1.6675 2.8823
H -2.4858 1.2946 3.0074
H -2.6307 0.3877 1.7964
H -1.1078 -3.0505 -0.9433
H -0.3229 -2.1688 -1.9006
O -0.7861 -0.7799 -0.0148
O 1.8417 1.1773 0.6302
O 0.5376 3.4021 0.9473
O 0.8140 1.7257 -3.7094
O 0.6122 4.6029 -1.4428
O -2.6401 -4.3824 -0.1073
O -2.5015 -1.0745 -2.2717
O 1.0916 2.9480 2.6289
O 0.2980 -3.7712 2.8427
O -0.6419 1.3630 -2.2170
O 2.1722 -1.3331 -1.2287
O 2.4404 -2.0204 3.7785
O -2.0142 0.9939 2.2224
O -0.5747 -3.0861 -1.7455
*
```

## Properties
**E_HOMO**: -0.328 Ha
**LUMO level**: -0.10 eV
**Strongest force on any atom**: 0.1423 Eh/bohr

The Löwdin scheme yields these atomic charges, measured in e: 0.0005 0.0178 0.0248 0.0303 0.0828 0.0486 0.0582 0.0466 0.0448 -0.0204 0.0243 0.0311 0.0110 0.0472 0.0522 0.0573 0.0463 0.0364 0.0574 0.0059 0.0505 0.0159 0.0053 0.0296 0.0446 0.0297 -0.0106 0.0084 -0.0564 -0.0532 -0.1237 -0.0691 -0.0549 -0.0427 -0.0543 -0.0985 -0.0530 -0.0734 -0.0362 -0.0690 -0.0474 -0.0449



Which formula does entry 3 have? C18H17BN8PdSe



Look up the strongest force on any atom of the third one. 0.0083 Eh/bohr